24
Properties=species:S:1:pos:R:3 method="wB97M-V/def2-TZVPD" multiplicity=1 orbital_gap_ev=10.1 relative_energy_kcal_mol=16.0 e_tot_ev=-11606.94281 smiles=Cc1ccccc1.CCO largest_force_ev_per_a=1.933
C -0.74809 1.86380 -2.19503
C -1.61384 0.59496 -2.03576
O -1.41188 3.03719 -1.71437
H 0.06608 1.74978 -1.48126
H -0.51511 1.93469 -3.25622
H -2.61641 0.80953 -2.42552
H -2.33540 2.96474 -1.96363
H -1.71632 0.24155 -1.02270
H -1.18691 -0.17427 -2.68165
C -0.34034 0.02565 3.02714
C 0.49726 -2.36252 0.19736
C -0.09800 -1.83314 1.34211
C 1.41894 -1.67102 -0.54748
C 0.30605 -0.57235 1.78679
C 1.85443 -0.43637 -0.06362
C 1.29505 0.10524 1.08134
H 0.20883 -3.38443 -0.04439
H -0.67188 -2.44568 2.02168
H 1.87278 -1.98081 -1.48123
H 2.64155 0.13211 -0.54661
H 0.14259 -0.35619 3.93026
H -1.37928 -0.30885 3.06219
H 1.71004 0.96865 1.57010
H -0.37951 1.07320 2.94036



24
Properties=species:S:1:pos:R:3 method="wB97M-V/def2-TZVPD" multiplicity=1 orbital_gap_ev=9.2 relative_energy_kcal_mol=33.6 e_tot_ev=-11606.17926 smiles=Cc1ccc(O)cc1.CC largest_force_ev_per_a=2.956
C -2.10145 1.58778 -0.78011
C -1.17353 -0.70870 -1.17211
C -1.58736 0.25291 -0.26755
C -0.71280 -1.97438 -0.80015
C -0.89198 -2.29472 0.53863
C -1.57176 -0.05279 1.10352
C -1.29651 -1.34941 1.49564
O -0.60848 -3.47504 1.19185
H -1.23232 -0.36312 -2.23499
H -0.31610 -2.78237 -1.40373
H -3.08809 1.47371 -1.16619
H -1.45553 1.70317 -1.62519
H -1.45633 0.64734 1.91901
H -0.51193 -4.14886 0.46884
H -1.41862 -1.67280 2.54065
H -1.97485 2.50410 -0.16563
C 2.45943 2.07816 0.24376
C 2.92980 0.62658 -0.13081
H 1.38604 2.16133 0.01723
H 2.45828 2.15638 1.32752
H 3.09120 2.75606 -0.32519
H 2.24953 -0.01182 0.42914
H 3.91646 0.19538 0.02877
H 2.90691 0.69112 -1.23291



24
Properties=species:S:1:pos:R:3 method="wB97M-V/def2-TZVPD" multiplicity=1 orbital_gap_ev=9.7 relative_energy_kcal_mol=25.5 e_tot_ev=-11606.53276 smiles=Cc1ccc(O)cc1.CC largest_force_ev_per_a=2.667
C 0.98831 2.74617 1.24562
C 1.13790 -0.88729 -0.82578
C 1.64905 -0.96228 0.45121
C 0.85473 0.27468 -1.52669
C 1.73620 0.28263 1.11205
C 0.91803 1.48207 -0.83930
C 1.26947 1.44808 0.54436
O 1.01137 -2.08477 -1.57250
H 2.26835 -1.75561 0.82637
H 0.23089 -2.52252 -1.16319
H 0.72144 0.15520 -2.58948
H 2.07112 0.15798 2.13543
H 0.60672 2.35164 -1.39369
H 1.77817 3.48679 1.41954
H 0.39984 2.63441 2.16481
H 0.31442 3.38827 0.66118
C -2.40015 -1.50810 -0.79292
C -2.07461 -1.01964 0.60670
H -2.07207 -0.79657 -1.55260
H -2.04481 -2.53491 -0.89860
H -3.47822 -1.57381 -0.99328
H -1.87449 0.05308 0.65489
H -1.19395 -1.56869 0.95396
H -2.81770 -1.24680 1.37190



24
Properties=species:S:1:pos:R:3 method="wB97M-V/def2-TZVPD" multiplicity=1 orbital_gap_ev=9.1 relative_energy_kcal_mol=27.3 e_tot_ev=-11606.45439 smiles=Cc1ccc(O)cc1.CC largest_force_ev_per_a=2.844
C 0.67336 0.87528 -1.93720
C 0.49690 -1.61061 -1.86096
C 0.69176 -0.42939 -1.14579
C -0.09859 -2.70978 -1.28793
C -0.29119 -2.74610 0.09227
C 0.68349 -0.53885 0.24806
C 0.14917 -1.68315 0.84404
O -0.85280 -3.83340 0.68996
H 0.72712 -1.58171 -2.92521
H -0.55007 -3.47051 -1.91468
H 1.39686 0.77418 -2.72996
H 1.03925 1.64347 -1.26321
H 1.03654 0.23720 0.91502
H -1.30339 -4.40021 0.06163
H 0.33014 -1.78691 1.90307
H -0.39222 1.09328 -2.00854
C -0.57481 2.73030 0.79306
C -0.35725 2.30919 2.21816
H -1.59279 2.48937 0.51894
H -0.50065 3.81759 0.70635
H 0.14524 2.42287 0.04904
H -0.35423 1.21768 2.39831
H -1.10080 2.60308 2.96252
H 0.59900 2.57713 2.67305



24
Properties=species:S:1:pos:R:3 method="wB97M-V/def2-TZVPD" multiplicity=1 orbital_gap_ev=9.8 relative_energy_kcal_mol=20.0 e_tot_ev=-11606.76945 smiles=Cc1ccccc1.CCO largest_force_ev_per_a=2.109
C 1.33544 3.78935 0.46353
C 1.34960 3.51560 1.94046
O 2.49517 3.19981 -0.13042
H 0.43683 3.37768 -0.00557
H 1.41628 4.85493 0.24421
H 2.32809 3.66563 2.39967
H 2.95468 2.67846 0.53433
H 1.20745 2.43794 2.16013
H 0.53794 3.88895 2.56548
C 0.77921 -1.43648 -1.94274
C -2.68401 -2.50501 -0.88154
C -2.54235 -2.62729 0.50387
C -1.59512 -2.13397 -1.65248
C -0.34189 -1.96408 -1.05700
C -1.31537 -2.38684 1.08858
C -0.19954 -2.05570 0.31843
H -3.54778 -2.98040 -1.32654
H -3.41619 -2.88863 1.08704
H -1.65077 -2.17371 -2.73259
H -1.23102 -2.43307 2.16942
H 1.76017 -1.49445 -1.49019
H 0.44996 -0.42585 -2.18708
H 0.73985 -1.96279 0.83467
H 0.73337 -1.94007 -2.90368



24
Properties=species:S:1:pos:R:3 method="wB97M-V/def2-TZVPD" multiplicity=1 orbital_gap_ev=9.7 relative_energy_kcal_mol=55.1 e_tot_ev=-11605.24795 smiles=Cc1ccccc1.CCO largest_force_ev_per_a=4.197
C -0.78084 0.93101 -1.94888
C -2.25444 -1.59263 1.27259
C -1.23299 -0.64048 1.44254
C -3.02332 -1.29877 0.18284
C -0.84898 0.18769 0.38947
C -2.73290 -0.41218 -0.85828
C -1.49295 0.21294 -0.87673
H -2.36210 -2.41849 2.00233
H -0.70828 -0.56408 2.39780
H -3.97105 -1.85843 -0.13433
H 0.08433 0.69517 0.57538
H -3.52723 -0.19414 -1.55579
H -0.59008 0.36788 -2.82710
H 0.07628 1.55439 -1.68807
H -1.33598 1.81684 -2.32798
C 3.07269 0.45157 0.98283
C 2.03368 -0.23148 0.00933
O 3.80972 1.40393 0.27939
H 2.53880 0.72990 1.93874
H 3.86417 -0.28471 1.19685
H 2.68425 -0.91210 -0.54749
H 3.62989 2.34450 0.25466
H 1.77152 0.65371 -0.58136
H 1.29583 -0.94202 0.42127



24
Properties=species:S:1:pos:R:3 method="wB97M-V/def2-TZVPD" multiplicity=1 orbital_gap_ev=9.4 relative_energy_kcal_mol=74.5 e_tot_ev=-11604.40793 smiles=Cc1ccc(O)cc1.CC largest_force_ev_per_a=6.811
C -0.22556 1.49445 -1.73130
C 0.18706 1.19049 -3.10558
H 0.41369 0.94984 -1.06753
H 0.01172 2.59832 -1.45724
H -1.24000 1.27888 -1.68476
H 1.01546 2.01866 -3.50783
H -0.59675 1.30344 -3.88619
H 0.51181 0.04114 -3.06543
C 1.12376 0.89510 2.87865
C 1.25179 -0.69599 0.78743
C 0.49617 -0.22273 1.84632
C 0.51933 -1.44653 -0.24774
C -0.95623 -0.38590 1.85690
C -0.77089 -1.70966 0.06853
C -1.57872 -1.26624 1.06841
O -1.33640 -2.71818 -0.70903
H 2.33191 -0.48359 0.62244
H 0.96723 -1.94318 -1.21620
H 2.28491 0.72981 2.79311
H 1.11850 0.33044 3.90669
H -1.61784 0.19219 2.61056
H -2.62265 -1.41233 1.21386
H -2.33196 -2.66524 -0.62007
H 1.04365 1.92680 2.64599



24
Properties=species:S:1:pos:R:3 method="wB97M-V/def2-TZVPD" multiplicity=1 orbital_gap_ev=9.2 relative_energy_kcal_mol=52.0 e_tot_ev=-11605.38281 smiles=Cc1ccc(O)cc1.CC largest_force_ev_per_a=5.598
C -2.26949 -1.78447 1.74171
C -0.76167 -2.23046 1.98997
H -3.04684 -2.11830 2.36108
H -2.11148 -0.67013 1.58015
H -2.53127 -1.85771 0.68239
H -0.01679 -1.45735 1.74233
H -0.53026 -3.18782 1.61462
H -0.55197 -2.43039 3.08648
C 1.11688 -1.91419 -1.85652
C 0.10742 1.82191 0.07905
C 1.31536 1.26999 0.25876
C -0.95596 1.14923 -0.56064
C 1.68375 0.07215 -0.29575
C -0.41443 0.09205 -1.36446
C 0.80301 -0.62038 -1.18529
O 0.08854 3.13429 0.54872
H 2.00609 1.93729 0.67127
H -0.64038 3.59701 0.18849
H -1.98609 1.41231 -0.51278
H 2.65813 -0.27187 -0.07370
H -1.15413 -0.52088 -2.00342
H 1.80613 -2.59002 -1.45549
H 1.51494 -1.64628 -3.00978
H 0.12629 -2.40512 -2.10241



24
Properties=species:S:1:pos:R:3 method="wB97M-V/def2-TZVPD" multiplicity=1 orbital_gap_ev=9.3 relative_energy_kcal_mol=12.1 e_tot_ev=-11607.11044 smiles=Cc1ccc(O)cc1.CC largest_force_ev_per_a=1.922
C 1.89747 2.12011 -0.71521
C 1.91373 1.13423 -1.85153
H 2.16748 1.69218 0.24170
H 2.59652 2.95976 -0.85057
H 0.91381 2.57490 -0.71743
H 0.92593 0.87657 -2.24653
H 2.32281 0.18208 -1.47330
H 2.52108 1.46792 -2.68898
C -2.48622 0.50369 -0.75866
C -0.82292 -1.36404 -0.51243
C -1.60630 -0.35164 0.08459
C 0.07595 -2.08610 0.27109
C -1.39010 -0.09245 1.44253
C 0.30329 -1.75928 1.59722
C -0.46807 -0.79135 2.19919
O 1.19232 -2.53740 2.29817
H -1.01390 -1.63048 -1.53491
H 0.50567 -2.95604 -0.18135
H -3.46502 0.47241 -0.30464
H -2.49660 0.24713 -1.81577
H -2.00356 0.67008 1.92054
H -0.48361 -0.55714 3.25405
H 1.09075 -2.32957 3.21310
H -2.19050 1.55443 -0.87086



24
Properties=species:S:1:pos:R:3 method="wB97M-V/def2-TZVPD" multiplicity=1 orbital_gap_ev=9.5 relative_energy_kcal_mol=57.1 e_tot_ev=-11605.16078 smiles=Cc1ccc(O)cc1.CC largest_force_ev_per_a=6.617
C -3.39741 1.48852 0.17366
C -1.84168 1.84613 -0.09220
H -4.06602 2.19125 0.03767
H -3.64544 0.50686 -0.22346
H -3.42966 1.36700 1.21301
H -1.04747 1.25641 0.56014
H -1.58319 2.92251 0.11773
H -1.57132 1.51261 -1.11049
C 0.82553 -0.43105 2.33336
C 2.74731 -0.71263 -0.93328
C 1.72137 -0.99486 -1.81767
C 2.41830 -0.67055 0.49984
C 1.11753 -0.90574 0.95419
C 0.44847 -1.20966 -1.29315
C 0.13000 -1.27316 0.03403
O 1.88596 -1.06146 -3.17649
H 3.83762 -0.66139 -1.37041
H 3.15343 -0.08850 1.10564
H -0.27774 -1.72723 -2.07817
H 1.10370 -0.66392 -3.47068
H 1.85588 -0.51353 2.98077
H 0.23142 -1.10559 2.95824
H -0.89150 -1.49213 0.36104
H 0.27491 0.42010 2.23666



25
Properties=species:S:1:pos:R:3 method="wB97M-V/def2-TZVPD" multiplicity=1 orbital_gap_ev=9.0 relative_energy_kcal_mol=68.9 e_tot_ev=-13652.67010 smiles=Cc1ccc(O)cc1.CCO largest_force_ev_per_a=4.332
C 1.51290 1.71913 3.45043
C -0.13626 2.12178 -0.56621
C -0.79847 1.34900 0.38061
C 1.11347 2.79298 -0.14413
C -0.28818 1.09804 1.69518
C 1.52652 2.60015 1.11747
C 0.82871 1.81301 2.07338
O -0.46704 2.05195 -1.88041
H -1.47225 2.01196 -1.87282
H -1.53813 0.75031 -0.04490
H 1.67982 3.39018 -0.79582
H -0.89892 0.32000 2.29714
H 2.33599 3.20985 1.34102
H 2.63061 1.41667 3.10309
H 1.22138 1.13356 4.33170
H 1.69496 2.74512 3.77353
C -1.30903 -3.01583 -2.41171
C -0.43714 -4.21389 -1.94381
O -1.94833 -2.55943 -1.27094
H -0.67628 -2.24639 -3.06019
H -2.17466 -3.49090 -3.08389
H 0.51632 -4.15751 -2.54696
H -1.57278 -1.74338 -0.93030
H -1.11238 -5.06442 -2.11110
H -0.23082 -4.03194 -0.90034



25
Properties=species:S:1:pos:R:3 method="wB97M-V/def2-TZVPD" multiplicity=5 orbital_gap_ev="6.7 / 7.2" total_charge=+4 e_tot_ev=-14131.96977 s2=6.322 largest_force_ev_per_a=0.518
Ru -0.10406 -0.31594 -0.45318
C -2.77342 1.22299 2.03611
C -2.36183 0.32193 1.00044
C -1.73871 -0.96618 1.31658
C -1.60788 -1.95263 0.34448
C -1.91612 -1.62088 -1.02015
C -2.45387 -0.33389 -1.38257
C -2.58508 0.64374 -0.41537
H -3.84960 0.87321 2.18901
H -2.89934 2.26615 1.73292
H -2.31658 1.06286 3.01552
H -1.46765 -1.17492 2.35000
H -1.23799 -2.94388 0.60137
H -1.77144 -2.37066 -1.79944
H -2.69120 -0.12063 -2.42380
H -2.94094 1.63815 -0.67922
C 4.61677 0.53580 -1.01954
C 3.44534 0.11540 -0.27156
O 2.13072 0.33108 -0.83769
H 5.52852 0.01570 -0.60231
H 5.21676 1.52665 -0.73623
H 4.53355 0.76624 -2.09537
H 3.49941 0.55503 0.76074
H 3.53050 -0.95772 0.02836
H 2.21413 0.88238 -1.63908